Entry 1:
13
Properties=species:S:1:pos:R:3 method="wB97M-V/def2-TZVPD" homo_energy_ev=-9.0860 homo_lumo_gap_ha=0.3414 lumo_energy_ev=0.2 largest_force_ev_per_a=0.56
H -2.699 -0.014 0.842
C -0.671 0.667 -1.558
C 1.220 -2.370 0.896
C 1.672 -1.389 0.363
H 1.676 2.481 -0.969
N 0.336 1.221 -1.135
N 1.548 1.463 -0.950
H -1.562 1.374 0.821
H 0.834 -3.252 1.360
O -1.763 0.284 -0.938
H 2.060 -0.499 -0.104
C -1.726 0.340 0.500
H -0.925 -0.307 0.872

---

Entry 2:
11
Properties=species:S:1:pos:R:3 method="wB97M-V/def2-TZVPD" smiles="CC(=O)C(=O)C=O" homo_energy_ev=-9.8276 homo_lumo_gap_ha=0.3285 lumo_energy_ev=-0.9 largest_force_ev_per_a=0.59
O 2.111 0.697 -0.833
C 0.622 -0.310 0.724
H -1.979 0.571 0.590
C -1.635 0.300 -0.413
O -0.240 -1.561 -1.051
H -2.433 -0.184 -0.980
C 1.995 0.134 0.226
O 0.405 -0.431 1.906
H -1.338 1.223 -0.928
H 2.831 -0.028 0.932
C -0.437 -0.599 -0.346

---

Entry 3:
15
Properties=species:S:1:pos:R:3 method="wB97M-V/def2-TZVPD" homo_energy_ev="-7.5345 / -7.1707" homo_lumo_gap_ha="0.3013 / 0.2639" lumo_energy_ev="0.7 / 0.0" largest_force_ev_per_a=2.55
H 1.244 -1.381 -2.012
O 0.516 2.067 0.709
Se 2.023 -0.794 0.166
H 0.747 2.053 1.663
C 0.943 -1.690 -1.059
C -0.809 0.690 -0.821
O -1.979 0.061 -0.810
H -1.196 1.150 1.056
H -2.320 -0.248 -1.613
H -0.171 -1.117 1.156
C 0.499 -0.205 1.181
H 0.198 -2.303 -0.615
C -0.250 0.937 0.517
H 0.750 0.065 2.201
H -0.197 0.715 -1.719

---

Entry 4:
17
Properties=species:S:1:pos:R:3 method="wB97M-V/def2-TZVPD" smiles=CCO.NCO homo_energy_ev=-10.1114 homo_lumo_gap_ha=0.4062 lumo_energy_ev=0.9 largest_force_ev_per_a=1.32
N -3.748 -2.289 0.389
H -3.837 -0.496 -0.605
C 4.326 0.504 -0.741
H 4.880 -0.414 -0.552
H -4.291 -2.792 1.083
H 4.823 0.976 1.327
H 3.462 1.836 0.784
O 5.248 2.612 0.178
C 4.428 1.469 0.432
H -6.220 -0.388 -0.242
H 4.686 0.943 -1.670
C -4.403 -1.022 0.180
H 5.280 2.767 -0.779
H 3.277 0.237 -0.893
H -4.305 -0.430 1.087
H -3.844 -2.822 -0.472
O -5.734 -1.226 -0.277

---

Entry 5:
216
Properties=species:S:1:pos:R:3 method="wB97M-V/def2-TZVPD" homo_energy_ev="0.8190 / -6.6237" charge=-1 homo_lumo_gap_ha="0.0408 / 0.3135" lumo_energy_ev="1.9 / 1.9" multiplicity=2 largest_force_ev_per_a=3.54
C 18.409 -17.914 14.298
O 22.856 -16.830 14.755
H 12.881 -15.764 22.519
N 17.848 -9.499 23.748
H 17.332 -5.403 18.271
H 20.829 -9.863 11.378
H 13.085 -14.226 24.120
H 19.705 -3.856 14.301
C 13.679 -11.331 12.197
C 26.761 -19.636 15.491
H 20.028 -11.086 9.773
C 14.575 -14.196 10.006
N 15.132 -5.144 14.433
H 18.273 -14.655 13.366
C 17.273 -1.743 15.153
C 18.391 -8.356 24.523
H 13.828 -16.514 18.774
H 18.415 -12.175 8.822
H 12.653 -7.994 21.630
H 18.925 -4.897 18.654
H 16.450 -1.725 15.868
O 17.919 -10.724 10.061
C 18.909 -6.973 27.850
H 26.954 -21.052 12.993
H 19.430 -9.352 13.822
H 19.652 -5.573 14.184
H 15.418 -4.902 15.371
C 11.318 -10.212 21.570
H 28.635 -20.938 13.487
C 19.013 -13.855 13.380
O 16.072 -13.594 24.064
H 17.945 -4.144 16.532
H 20.589 -11.484 12.068
H 14.685 -6.846 13.230
H 17.312 -9.970 17.292
O 13.940 -5.231 25.819
C 17.023 -9.632 13.200
H 21.004 -16.856 15.732
H 15.814 -12.158 22.567
O 14.521 -17.001 18.322
H 18.812 -7.769 28.588
H 25.282 -21.054 14.508
O 17.206 -2.912 14.417
H 19.373 -9.773 20.639
H 20.333 -12.085 20.457
N 14.426 -7.579 23.979
H 18.119 -12.905 18.738
C 18.046 -9.332 17.783
H 17.922 -12.058 15.116
H 15.009 -10.016 14.137
C 26.113 -21.043 15.214
H 13.879 -4.676 27.889
H 17.584 -7.694 16.539
C 15.166 -14.680 23.646
N 18.698 -6.959 18.175
H 19.028 -9.596 26.199
H 16.038 -2.416 12.750
O 19.862 -4.779 16.105
H 19.782 -14.151 12.667
H 13.693 -11.668 10.061
O 11.606 -13.902 19.394
C 18.101 -9.232 22.334
O 19.480 -11.083 22.153
H 20.233 -9.081 21.948
H 15.997 -13.475 20.070
H 19.093 -19.594 14.961
O 19.355 -9.572 17.234
H 10.726 -10.550 22.420
C 21.674 -16.160 15.228
C 15.714 -17.044 19.147
H 15.055 -8.432 22.079
H 15.098 -13.648 18.534
C 13.592 -12.261 10.970
H 18.336 -10.345 24.007
H 14.385 -8.511 18.553
H 14.599 -9.514 23.280
H 15.019 -15.404 24.447
H 17.315 -9.865 21.924
H 14.931 -4.095 24.426
C 13.884 -8.143 17.658
H 13.161 -7.488 18.146
C 12.836 -8.652 22.479
H 13.382 -5.945 23.285
H 15.691 -15.151 22.815
C 20.124 -4.762 14.738
H 17.639 -10.343 12.650
H 17.677 -18.075 13.506
H 19.782 -14.019 16.503
H 21.184 -4.785 14.483
C 17.696 -7.819 17.616
C 11.844 -14.325 21.845
H 21.516 -11.500 21.524
H 22.241 -11.107 11.675
H 18.895 -11.838 16.549
H 15.804 -5.372 25.215
H 18.114 -17.001 14.814
H 19.301 -8.025 24.022
H 15.695 -18.038 19.595
H 13.389 -8.033 15.158
C 15.917 -4.503 13.391
H 16.846 -8.799 12.519
H 16.833 -5.085 13.493
H 17.422 -10.051 9.590
H 16.751 -7.651 18.134
H 12.984 -10.505 12.048
C 21.210 -10.884 11.403
H 11.910 -13.747 17.345
H 11.185 -14.424 22.708
H 17.883 -9.564 18.835
H 16.591 -11.929 17.126
O 14.632 -13.238 11.054
H 14.138 -10.406 19.866
H 19.375 -17.579 13.920
H 15.342 -7.759 24.366
O 27.228 -21.884 14.768
C 15.663 -10.414 13.362
H 18.688 -7.750 13.521
C 14.326 -8.537 22.882
H 15.382 -11.602 11.581
C 17.700 -12.074 9.638
C 13.759 -14.110 23.271
H 13.136 -6.419 15.626
H 19.667 -6.271 28.200
H 15.189 -2.708 14.327
H 16.685 -17.143 18.662
H 15.322 -3.996 27.105
H 13.429 -9.012 17.183
H 23.189 -17.860 16.601
H 16.659 -12.333 9.446
H 17.625 -7.583 24.463
C 15.914 -13.131 19.039
H 18.187 -1.893 15.728
H 13.838 -13.035 23.108
O 17.504 -9.251 14.458
H 18.012 -5.707 15.829
H 21.991 -15.473 16.013
C 18.547 -5.053 16.516
H 19.998 -10.621 18.850
H 26.496 -17.821 16.424
C 23.746 -17.365 15.806
O 18.349 -19.026 15.173
H 15.064 -5.980 22.802
C 18.650 -8.585 26.051
H 17.098 -13.322 22.147
C 14.847 -5.132 24.753
H 18.066 -8.236 21.893
H 21.218 -15.674 14.366
H 18.004 -6.388 27.688
C 17.316 -13.422 18.213
H 10.481 -14.523 17.826
C 27.752 -21.577 13.518
N 25.893 -18.581 16.141
O 19.828 -13.745 14.529
H 11.346 -11.112 20.956
H 18.078 -12.702 10.444
H 10.765 -9.472 20.993
C 13.937 -7.130 15.427
C 14.261 -11.418 19.481
H 25.511 -17.451 14.498
C 20.280 -9.754 18.253
H 24.446 -18.895 14.561
H 17.615 -8.621 26.392
O 14.693 -7.424 16.652
H 13.579 -14.635 10.058
C 16.029 -2.975 13.686
H 13.542 -11.612 18.685
C 18.214 -12.530 16.054
H 20.613 -12.771 22.085
H 16.005 -11.282 13.924
C 20.486 -11.853 21.511
C 14.954 -6.587 14.254
H 27.673 -19.663 16.087
H 24.294 -16.588 16.339
C 19.055 -13.814 15.716
H 17.427 -12.238 23.405
H 13.535 -11.966 13.071
N 17.006 -12.824 16.906
N 13.186 -14.860 22.190
C 18.754 -8.591 14.212
H 15.966 -6.968 14.390
H 15.427 -4.692 12.436
H 12.002 -13.260 21.674
H 18.417 -14.697 15.742
O 20.911 -11.334 10.057
N 15.003 -10.779 12.027
H 17.466 -14.500 18.151
H 14.673 -13.656 9.065
H 27.832 -22.469 12.897
H 12.174 -8.401 23.308
H 21.127 -10.099 17.660
H 18.664 -12.914 12.954
H 17.231 -0.774 14.656
C 18.372 -5.547 17.976
C 19.407 -9.757 21.728
H 20.587 -8.895 18.849
H 13.984 -11.957 20.387
O 15.684 -11.728 19.132
H 15.637 -16.240 19.880
O 19.399 -7.494 26.662
C 14.394 -6.118 23.650
C 11.087 -14.657 20.523
H 19.506 -7.235 17.636
C 14.286 -4.297 26.952
H 12.579 -12.664 10.978
H 11.184 -15.734 20.381
H 13.711 -3.390 26.765
C 24.947 -18.123 15.145
H 15.397 -14.897 10.154
H 27.193 -19.258 14.564
H 25.592 -21.581 16.006
H 19.162 -8.283 15.174
C 16.602 -12.798 22.965
H 10.013 -14.496 20.615
O 12.625 -9.881 21.830
H 12.050 -15.355 17.865
C 11.530 -14.429 18.106

---

Entry 6:
115
Properties=species:S:1:pos:R:3 method="wB97M-V/def2-TZVPD" homo_energy_ev=-0.8753 charge=-2 homo_lumo_gap_ha=0.1893 lumo_energy_ev=4.3 largest_force_ev_per_a=3.79
H 0.627 1.986 -0.044
O -0.681 -1.713 2.697
C 0.961 -4.936 0.202
C -2.616 -4.995 -2.366
O 0.078 0.479 3.136
H -0.777 -3.956 1.022
C -4.006 1.805 0.190
H -0.785 -1.802 -0.984
C 3.444 1.157 -0.016
H 0.522 4.586 4.248
H -5.991 2.111 0.968
H 1.992 -4.550 -2.923
H -6.287 6.646 1.072
H 3.134 -2.579 0.088
C 1.521 2.918 2.302
H 1.769 -2.688 2.067
H 5.165 -2.380 -0.400
C 5.271 -1.365 -0.111
C -0.528 3.234 1.276
N 0.751 3.886 1.524
H 3.205 -5.864 -4.457
C -6.464 4.526 1.329
O -1.939 0.199 1.993
H 3.794 0.852 -0.983
C -0.371 2.440 0.018
H 1.002 2.669 3.204
C 3.044 -1.721 0.728
H 2.856 -4.618 -5.614
C 0.453 5.097 2.241
C 1.145 -2.694 -4.795
H 7.393 -1.260 -0.554
H -4.253 1.797 -0.877
H -3.226 4.517 0.335
H -0.554 2.943 -0.879
H 0.499 -5.937 0.141
H 0.359 -2.976 0.281
H -1.207 -5.984 -1.301
C -5.033 2.597 1.075
H -6.326 4.592 2.419
O 0.152 -0.375 0.948
H 2.311 -1.168 0.147
H 7.086 -1.692 1.109
H -7.364 3.906 1.099
C -0.217 5.058 3.593
H 2.893 -1.759 -2.121
H -3.466 3.883 2.739
C 2.704 -3.957 -3.487
H 4.361 -4.808 -4.919
H -8.017 5.891 1.187
H 1.331 -2.560 -1.804
H 3.650 3.491 1.984
H -2.072 -4.634 -3.226
H -2.973 -5.950 -2.673
H -1.029 1.545 -0.003
H 5.085 0.921 1.421
H 1.460 -3.123 -5.716
H 1.598 1.984 1.726
H 3.399 -2.626 2.669
H -3.477 -4.355 -2.193
C -0.081 -3.358 -4.283
H -1.311 3.979 1.100
H -2.989 2.242 0.322
H 6.864 -0.081 0.615
H 0.916 -1.696 -5.106
H -3.942 0.801 0.491
C 3.311 -4.805 -4.661
H 1.355 5.609 2.328
C -2.714 -2.291 -0.081
H 0.158 -4.292 -3.796
H -4.858 2.432 2.111
H -1.972 -2.415 -2.118
H 0.154 -0.779 -2.813
H 2.404 0.938 0.036
H 3.532 0.604 2.022
C 1.188 -0.709 -2.532
H -4.344 5.369 3.011
H 3.404 2.515 3.411
H 4.967 -0.801 -0.996
H -0.459 -2.737 -3.509
N 4.304 -1.035 0.907
C 4.154 0.421 1.121
H -1.093 4.468 3.588
H -2.437 -5.238 -0.207
C -1.789 -5.082 -1.118
C -3.576 4.920 2.434
H 1.552 -4.838 1.141
H -2.737 5.595 2.438
H 3.555 2.268 0.084
N -5.237 4.026 0.770
H -2.314 -2.381 0.909
C 1.925 -2.000 -2.516
C 2.629 -2.042 2.166
C 2.954 3.314 2.789
H -3.134 -1.296 -0.112
C -0.155 -3.908 0.170
C -1.593 -2.527 -1.148
C -4.032 4.850 0.986
H -0.959 2.573 2.034
N -0.952 -3.889 -1.059
H -3.502 -3.075 -0.047
H 3.533 -3.823 -2.826
C -6.988 5.805 0.808
S -0.602 -0.364 2.174
H -0.814 -3.562 -5.024
H -7.137 5.709 -0.249
H -4.217 5.872 0.670
H 1.515 0.055 -3.266
H -0.480 6.059 3.976
H 1.627 -4.720 -0.628
H 2.803 4.170 3.458
H 1.097 -0.350 -1.504
C 6.728 -1.081 0.292
N 2.213 -2.619 -3.806
H 2.299 -1.215 2.793
H -0.097 5.715 1.527